This record from OMol25 describes BrHOS in the gas phase in a non-equilibrium geometry. The level of theory is ωB97M-V/def2-TZVPD.

Its lowest unoccupied orbital energy is -0.4 eV. As for the spin multiplicity: 1. The HOMO-LUMO gap comes out at 8.746 eV. The energy above the lowest of the compared OMol25 structures with the same formula, charge and spin is 0.0 kcal per mole. The total energy comes out at -82940.438 eV. The largest force on an atom comes out at 6.022 eV Å⁻¹. Its SMILES is OSBr.

Each line ends with the Löwdin charge.
Cartesian coordinates (Å):
O  0.29  -0.54  -0.58  -0.491
S  1.62  -1.18  0.09  0.378
Br  3.32  0.26  0.00  0.150
H  -0.35  -0.26  -0.04  -0.038